Here is 2 unconnected molecules or ions with the total composition CHNO3S in a non-equilibrium geometry from OMol25. Energies are from ωB97M-V/def2-TZVPD.

XYZ file:
```
7
Properties=species:S:1:pos:R:3:forces:R:3
C -0.9084 1.5714 0.0622 -0.523 -2.914 1.325
N -0.5900 0.5402 0.5776 2.731 2.805 -1.101
O -1.2409 2.5297 -0.4411 -0.376 3.098 -1.488
O 2.7351 -0.8481 -0.0355 0.036 -0.318 -0.067
O 2.4093 1.5012 0.5801 0.014 -0.318 -0.580
S 2.3266 0.4645 -0.4136 0.031 0.672 0.668
H -1.0164 -0.2316 0.8893 -1.913 -3.025 1.243
```
Forces are in eV/Å.

Calculated values
- ΔE to the lowest compared entry with this formula, charge and spin (kJ/mol) = 18.5
- frontier orbital gap (eV) = 10.58
- 2S+1 = 1
- total energy (eV) = -19520.363
- lowest unoccupied orbital energy (eV) = -0.912

Charges obtained by natural (NBO) population analysis, quoted in units of e:
1. C 0.88
2. N -0.81
3. O -0.48
4. O -0.83
5. O -0.83
6. S 1.66
7. H 0.42

=====

Here is a single CHNO5S molecule in a non-equilibrium geometry from OMol25. Energies are from ωB97M-V/def2-TZVPD.

XYZ file:
```
9
Properties=species:S:1:pos:R:3:forces:R:3
C -2.6156 -0.5833 0.2428 -2.712 0.619 5.986
N -2.5797 0.4928 -0.6125 -2.518 2.276 -1.375
O -1.8404 -1.6121 0.0261 1.349 -1.197 -0.643
O -3.3886 -0.5670 1.2128 1.508 -0.004 -2.876
O -2.2762 1.5990 -0.2473 0.348 -0.314 0.477
O 0.3627 -0.2808 0.0593 0.037 -0.758 0.506
O -1.1184 -0.2031 -1.7845 0.482 -0.059 -2.114
S -0.5439 -1.1815 -0.9087 1.771 -0.497 0.143
H 0.1497 0.6688 0.0285 -0.266 -0.066 -0.105
```
Forces are in eV/Å.

Calculated values
- ΔE to the lowest compared entry with this formula, charge and spin (kJ/mol) = 175.2
- frontier orbital gap (eV) = 8.63
- 2S+1 = 1
- total energy (eV) = -23611.260
- lowest unoccupied orbital energy (eV) = -1.029

Charges obtained by natural (NBO) population analysis, quoted in units of e:
1. C 0.76
2. N 0.10
3. O -0.64
4. O -0.51
5. O -0.27
6. O -0.88
7. O -0.87
8. S 1.80
9. H 0.52

=====

Here is a single CHNOS2 molecule from OMol25. Energies are from ωB97M-V/def2-TZVPD.

XYZ file:
```
6
Properties=species:S:1:pos:R:3:forces:R:3
C -0.7288 -0.0238 0.0008 -0.257 -0.547 -0.159
N -0.1363 -1.1402 -0.0096 -0.487 0.065 0.144
O -0.1690 1.1904 -0.0274 0.237 0.706 0.121
S 1.3953 -1.5342 0.0087 0.758 0.178 -0.037
S 1.4464 1.4891 0.0168 -0.178 -0.563 -0.045
H -1.8076 0.0188 0.0107 -0.073 0.161 -0.024
```
Forces are in eV/Å.

Calculated values
- ΔE to the lowest compared entry with this formula, charge and spin (kJ/mol) = 121.9
- frontier orbital gap (alpha / beta) (eV) = 9.10 / 6.57
- 2S+1 = 3
- total energy (eV) = -26257.999
- lowest unoccupied orbital energy (alpha / beta) (eV) = 0.614 / -2.281

Charges obtained by natural (NBO) population analysis, quoted in units of e:
1. C 0.36
2. N -0.62
3. O -0.57
4. S 0.37
5. S 0.28
6. H 0.19

=====

Here is a molecular structure, CHNiO2 in a non-equilibrium geometry from OMol25. Energies are from ωB97M-V/def2-TZVPD.

XYZ file:
```
5
Properties=species:S:1:pos:R:3:forces:R:3
H -0.7820 0.4377 -1.3013 -0.841 0.625 1.586
O -0.6508 0.2723 -0.3126 0.237 -1.662 -3.924
C 0.2885 -0.8032 -0.4391 2.475 2.796 5.611
O 1.0825 -0.6989 0.5208 -2.022 -2.009 -3.548
Ni 0.0618 0.7921 1.5322 0.151 0.251 0.276
```
Forces are in eV/Å.

Calculated values
- ΔE to the lowest compared entry with this formula, charge and spin (kJ/mol) = 14.6
- frontier orbital gap (alpha / beta) (eV) = 10.23 / 6.36
- 2S+1 = 3
- net charge = +1
- total energy (eV) = -46179.516
- lowest unoccupied orbital energy (alpha / beta) (eV) = -5.868 / -8.497

Charges obtained by natural (NBO) population analysis, quoted in units of e:
1. H 0.56
2. O -0.78
3. C 0.79
4. O -0.58
5. Ni 1.01

=====

Here is a single CHO2PS molecule in a non-equilibrium geometry from OMol25. Energies are from ωB97M-V/def2-TZVPD.

XYZ file:
```
6
Properties=species:S:1:pos:R:3:forces:R:3
O 0.9878 0.4844 -0.6966 1.006 0.129 0.007
C -0.1880 0.3016 -0.9433 -0.119 0.559 -0.740
O -0.8944 -0.4913 -0.2596 -0.323 -1.663 2.145
P 0.4395 -1.1557 1.1049 -0.809 1.613 -0.719
S 0.4102 0.0717 2.5485 -0.120 -0.749 -0.670
H -0.7550 0.7894 -1.7539 0.366 0.112 -0.024
```
Forces are in eV/Å.

Calculated values
- ΔE to the lowest compared entry with this formula, charge and spin (kJ/mol) = 31.8
- frontier orbital gap (eV) = 8.44
- 2S+1 = 1
- total energy (eV) = -25272.023
- SMILES = O=COP=S
- lowest unoccupied orbital energy (eV) = -1.503

Charges obtained by natural (NBO) population analysis, quoted in units of e:
1. O -0.63
2. C 0.65
3. O -0.71
4. P 0.89
5. S -0.33
6. H 0.13

=====

Here is a molecular structure, CHO2Pr in a non-equilibrium geometry from OMol25. Energies are from ωB97M-V/def2-TZVPD.

XYZ file:
```
5
Properties=species:S:1:pos:R:3:forces:R:3
H -0.7669 -1.5008 -0.0972 -0.041 0.198 0.261
O -0.1953 -0.7361 0.0639 1.055 -1.510 -0.216
C -0.9497 0.4686 0.0369 -1.133 0.758 -0.205
O -0.1111 1.3904 -0.0289 0.895 0.384 0.178
Pr 2.0230 0.3780 0.0252 -0.776 0.171 -0.018
```
Forces are in eV/Å.

Calculated values
- ΔE to the lowest compared entry with this formula, charge and spin (kJ/mol) = 0.0
- frontier orbital gap (alpha / beta) (eV) = 6.72 / 6.77
- 2S+1 = 4
- net charge = +1
- total energy (eV) = -19208.026
- lowest unoccupied orbital energy (alpha / beta) (eV) = -5.352 / -5.349

Charges obtained by Mulliken population analysis, quoted in units of e:
1. H 0.37
2. O -0.43
3. C -0.09
4. O -0.43
5. Pr 1.58

=====

Here is a molecular structure, CHO2S2 in a non-equilibrium geometry from OMol25. Energies are from ωB97M-V/def2-TZVPD.

XYZ file:
```
6
Properties=species:S:1:pos:R:3:forces:R:3
C -0.5692 -0.6109 0.2212 1.681 -4.223 0.207
O 1.5194 1.3448 -0.9454 0.067 -0.315 -0.110
O 0.2138 -0.0358 1.0495 0.520 0.690 0.429
S -0.4266 -2.1992 -0.2565 -0.237 0.315 0.309
S 0.5258 1.5411 0.1704 0.407 1.573 0.469
H -1.2633 -0.0400 -0.2391 -2.439 1.960 -1.303
```
Forces are in eV/Å.

Calculated values
- ΔE to the lowest compared entry with this formula, charge and spin (kJ/mol) = 225.2
- frontier orbital gap (eV) = 6.38
- 2S+1 = 1
- net charge = -1
- total energy (eV) = -26818.231
- lowest unoccupied orbital energy (eV) = 3.680

Charges obtained by natural (NBO) population analysis, quoted in units of e:
1. C 0.12
2. O -0.98
3. O -0.66
4. S -0.29
5. S 0.67
6. H 0.14

=====

Here is 2 unconnected molecules or ions with the total composition CHO2S2 in a non-equilibrium geometry from OMol25. Energies are from ωB97M-V/def2-TZVPD.

XYZ file:
```
6
Properties=species:S:1:pos:R:3:forces:R:3
C -1.1844 -0.2300 -0.1424 -1.639 -0.038 0.001
O 2.9406 1.0662 0.6226 -0.573 -1.045 -0.862
O -1.0327 0.3821 -1.1875 0.457 0.106 -0.591
S -2.5776 -1.1460 0.3392 0.662 0.120 -0.033
S 2.2721 0.0281 -0.2502 0.502 1.093 0.840
H -0.4179 -0.1004 0.6184 0.591 -0.236 0.645
```
Forces are in eV/Å.

Calculated values
- ΔE to the lowest compared entry with this formula, charge and spin (kJ/mol) = 241.2
- frontier orbital gap (alpha / beta) (eV) = 4.72 / 4.66
- 2S+1 = 1
- net charge = -1
- total energy (eV) = -26818.065
- lowest unoccupied orbital energy (alpha / beta) (eV) = 1.449 / 1.372

Charges obtained by natural (NBO) population analysis, quoted in units of e:
1. C 0.19
2. O -0.71
3. O -0.67
4. S -0.56
5. S 0.69
6. H 0.07

=====

Here is a molecular structure, CHO2Sr in a non-equilibrium geometry from OMol25. Energies are from ωB97M-V/def2-TZVPD.

XYZ file:
```
5
Properties=species:S:1:pos:R:3:forces:R:3
H -1.3978 -0.8536 0.1882 -0.714 1.027 -1.958
O 0.4794 -0.9403 -0.0186 1.542 0.175 -1.845
C -0.5527 -0.2197 -0.2206 0.360 -1.318 5.508
O -0.4754 1.0216 0.0018 -0.083 0.703 -1.739
Sr 1.9465 0.9920 0.0492 -1.106 -0.587 0.034
```
Forces are in eV/Å.

Calculated values
- ΔE to the lowest compared entry with this formula, charge and spin (kJ/mol) = 6.2
- frontier orbital gap (eV) = 8.95
- 2S+1 = 1
- net charge = +1
- total energy (eV) = -5977.766
- lowest unoccupied orbital energy (eV) = -5.612

Charges obtained by natural (NBO) population analysis, quoted in units of e:
1. H 0.16
2. O -0.84
3. C 0.61
4. O -0.82
5. Sr 1.89

=====

Here is 2 unconnected molecules or ions with the total composition CHO4 in a non-equilibrium geometry from OMol25. Energies are from ωB97M-V/def2-TZVPD.

XYZ file:
```
6
Properties=species:S:1:pos:R:3:forces:R:3
C -1.3241 1.1758 1.0198 0.988 -2.095 -0.123
O -2.3592 1.6304 0.9390 -1.343 1.448 0.057
O 1.3193 -0.1700 -1.2828 -0.008 -0.909 0.243
O 1.3193 -1.3860 -1.3005 -0.314 1.856 -2.590
O -0.3514 0.5207 1.0526 0.447 0.548 -0.134
H 1.3961 -1.7709 -0.4281 0.231 -0.847 2.547
```
Forces are in eV/Å.

Calculated values
- ΔE to the lowest compared entry with this formula, charge and spin (kJ/mol) = 86.3
- frontier orbital gap (alpha / beta) (eV) = 5.33 / 5.17
- 2S+1 = 1
- net charge = +1
- total energy (eV) = -9228.333
- lowest unoccupied orbital energy (alpha / beta) (eV) = -11.597 / -11.718

Charges obtained by natural (NBO) population analysis, quoted in units of e:
1. C 1.04
2. O -0.43
3. O 0.40
4. O 0.01
5. O -0.59
6. H 0.56

=====

Which value of 2S+1 does entry 6 give?
4

=====

Look up the total energy of the ninth one.
-5977.766 eV